A 3-piece molecular cluster, C6H12Cl6 overall in a non-equilibrium geometry, computed with ωB97M-V/def2-TZVPD.

HOMO = -10.708 eV
Electronic energy = -2996.94797 Eh
Strongest force on any atom = 0.05431 hartree/bohr
Structure (SMILES) = ClCCCl.ClCCCl.ClCCCl
Relative energy (zero: lowest compared OMol25 entry of this formula, charge and spin) = 0.902 eV
HOMO-LUMO gap = 0.403 Ha

CARTESIAN COORDINATES (ANGSTROEM)
1 Cl 0.01 1.94 0.60
2 C 1.43 1.39 -0.32
3 C 2.06 0.13 0.32
4 Cl 3.07 0.61 1.71
5 H 2.23 2.12 -0.42
6 H 1.01 1.16 -1.31
7 H 2.71 -0.33 -0.42
8 H 1.26 -0.51 0.70
9 Cl -3.00 3.98 3.92
10 C -2.72 3.16 2.31
11 C -3.18 1.75 2.27
12 Cl -4.94 1.64 2.63
13 H -1.64 3.09 2.25
14 H -2.90 3.78 1.43
15 H -2.61 1.31 3.09
16 H -2.92 1.21 1.35
17 Cl 3.02 -2.34 -2.78
18 C 1.51 -2.70 -2.08
19 C 0.80 -3.79 -2.85
20 Cl 1.77 -5.34 -2.76
21 H 0.85 -1.84 -2.09
22 H 1.62 -2.98 -1.03
23 H 0.80 -3.40 -3.87
24 H -0.24 -4.04 -2.65


A 2-piece molecular cluster, C6H12ClF2N2O2 overall in a non-equilibrium geometry, computed with ωB97M-V/def2-TZVPD.

HOMO = -14.065 eV
Electronic energy = -1155.43967 Eh
Strongest force on any atom = 0.07410 hartree/bohr
Relative energy (zero: lowest compared OMol25 entry of this formula, charge and spin) = 2.755 eV
Charge = +1
HOMO-LUMO gap = 0.383 Ha

CARTESIAN COORDINATES (ANGSTROEM)
1 C 1.78 -0.96 -1.01
2 C -0.78 1.17 0.50
3 C 0.57 1.13 -0.28
4 C -1.88 0.26 -0.13
5 C 1.59 0.11 0.19
6 C 3.86 0.19 1.25
7 N -1.47 -1.13 -0.13
8 N 2.87 0.68 0.52
9 O 2.84 -1.09 -1.61
10 O 0.76 -1.64 -1.28
11 F 4.90 -0.51 -0.55
12 F 3.76 -0.85 2.03
13 Cl 5.18 1.13 1.52
14 H -1.18 2.11 0.55
15 H -0.78 0.75 1.48
16 H 0.85 2.14 -0.20
17 H 0.22 0.75 -1.23
18 H -2.08 0.63 -1.22
19 H -2.80 0.28 0.40
20 H 1.18 -0.52 1.20
21 H -0.57 -1.38 -0.71
22 H -2.27 -1.68 -0.36
23 H -1.25 -1.47 0.77
24 H 3.13 1.49 0.08
25 H 3.86 -0.79 -1.25


A 2-piece molecular cluster, C6H12ClN overall in a non-equilibrium geometry, computed with ωB97M-V/def2-TZVPD.

HOMO = -8.185 eV
Electronic energy = -750.50965 Eh
Strongest force on any atom = 0.08223 hartree/bohr
Relative energy (zero: lowest compared OMol25 entry of this formula, charge and spin) = 7.164 eV
HOMO-LUMO gap = 0.314 Ha

CARTESIAN COORDINATES (ANGSTROEM)
1 C 1.34 0.22 0.32
2 C -1.75 1.01 0.27
3 C 2.56 -0.55 0.77
4 C 1.55 1.67 0.59
5 C -1.41 -1.27 0.53
6 C -1.91 -0.55 -1.71
7 N -1.56 -0.14 -0.36
8 Cl -2.18 2.24 -0.85
9 H 2.94 -1.27 0.04
10 H 3.33 0.11 0.95
11 H 2.15 -0.94 1.76
12 H 2.53 2.11 1.04
13 H 0.68 2.00 1.13
14 H 1.63 2.07 -0.46
15 H -0.56 -2.02 0.12
16 H -1.21 -0.88 1.58
17 H -2.39 -1.87 0.38
18 H -1.83 0.22 -2.35
19 H -1.03 -1.19 -2.01
20 H -2.88 -0.96 -1.74


C6H12F16KN2O14P2S4 as an isolated structure in a non-equilibrium geometry, computed with ωB97M-V/def2-TZVPD.

HOMO = -4.116 eV
Electronic energy = -5872.41598 Eh
Strongest force on any atom = 0.17523 hartree/bohr
Charge = -3
HOMO-LUMO gap = 0.290 Ha

CARTESIAN COORDINATES (ANGSTROEM)
1 K -21.36 -12.23 20.95
2 N -22.68 -9.81 13.73
3 S -21.53 -10.34 14.48
4 O -20.27 -10.19 13.78
5 O -21.63 -11.49 15.37
6 F -21.62 -9.17 15.52
7 S -23.02 -11.29 12.98
8 O -24.45 -11.65 13.09
9 O -22.09 -12.39 12.72
10 F -23.05 -10.63 11.51
11 N -16.32 -14.03 27.34
12 S -17.44 -14.96 26.41
13 O -17.26 -16.34 25.96
14 O -18.12 -14.09 25.43
15 F -18.63 -15.03 27.54
16 S -15.20 -15.05 27.36
17 O -14.42 -15.28 26.13
18 O -15.26 -16.10 28.32
19 F -14.19 -14.06 28.15
20 P -19.50 -6.59 22.78
21 F -19.98 -8.05 23.35
22 F -19.04 -7.29 21.37
23 F -20.96 -6.30 22.25
24 F -19.13 -5.12 22.23
25 F -19.77 -5.91 24.20
26 F -17.95 -6.91 23.25
27 P -26.78 -11.28 20.47
28 F -27.74 -10.40 19.48
29 F -27.47 -10.27 21.62
30 F -28.03 -12.34 20.56
31 F -25.81 -12.05 21.58
32 F -26.08 -12.12 19.27
33 F -25.66 -10.14 20.24
34 C -18.48 -18.01 19.50
35 O -19.25 -18.43 18.37
36 C -20.27 -17.86 17.89
37 O -20.65 -16.77 18.34
38 O -20.83 -18.55 16.94
39 C -21.97 -18.02 16.29
40 H -18.74 -17.04 19.92
41 H -17.40 -18.03 19.34
42 H -18.68 -18.73 20.30
43 H -22.90 -18.23 16.82
44 H -22.16 -18.44 15.31
45 H -22.09 -16.95 16.09
46 C -14.18 -11.69 20.88
47 O -13.96 -12.17 19.65
48 C -15.04 -12.65 18.96
49 O -16.23 -12.53 19.34
50 O -14.73 -13.06 17.74
51 C -15.67 -13.75 16.95
52 H -13.76 -12.33 21.66
53 H -15.23 -11.45 21.06
54 H -13.74 -10.70 21.01
55 H -15.19 -13.97 15.99
56 H -16.59 -13.18 16.83
57 H -15.95 -14.63 17.51


C6H12FN as an isolated structure in a non-equilibrium geometry, computed with ωB97M-V/def2-TZVPD.

HOMO = -8.869 eV
Electronic energy = -390.25666 Eh
Strongest force on any atom = 0.12341 hartree/bohr
Relative energy (zero: lowest compared OMol25 entry of this formula, charge and spin) = 4.738 eV
HOMO-LUMO gap = 0.359 Ha

CARTESIAN COORDINATES (ANGSTROEM)
1 C 1.24 -0.67 1.14
2 C -0.27 -0.08 0.78
3 C -1.39 -0.40 1.71
4 C 0.47 1.67 -0.77
5 C 0.50 0.41 -1.68
6 C -0.50 -0.34 -0.84
7 H 0.76 -1.74 1.88
8 H 1.85 0.31 1.90
9 H 2.02 -1.11 0.23
10 H -1.10 -0.31 2.71
11 H -1.33 -1.41 1.61
12 H -2.34 -0.18 1.35
13 H 0.19 1.77 1.36
14 H 1.50 1.88 -0.64
15 H -0.11 2.35 -1.39
16 H 0.10 0.67 -2.64
17 H 1.58 0.00 -1.81
18 H -1.53 -0.29 -0.91
19 N -0.22 1.42 0.55
20 F -0.04 -1.71 -1.06


One molecule with the formula C6H12FN in a non-equilibrium geometry, computed with ωB97M-V/def2-TZVPD.

HOMO (spin up / spin down) = -2.446 / -12.508 eV
Electronic energy = -390.19322 Eh
Multiplicity = 3
Strongest force on any atom = 0.07818 hartree/bohr
Relative energy (zero: lowest compared OMol25 entry of this formula, charge and spin) = 0.000 eV
HOMO-LUMO gap (spin up / spin down) = 0.124 / 0.325 Ha

CARTESIAN COORDINATES (ANGSTROEM)
1 C 0.99 1.65 -0.24
2 C 1.45 0.38 0.44
3 C -0.05 1.10 -1.12
4 C 0.20 -0.41 0.65
5 C 0.38 -1.91 0.96
6 C -2.05 -0.30 -0.08
7 N -0.67 -0.06 -0.39
8 F -0.40 0.14 1.82
9 H 0.67 2.21 0.56
10 H 1.82 2.10 -0.76
11 H 2.15 -0.18 -0.19
12 H 2.00 0.50 1.38
13 H -0.86 1.82 -1.35
14 H 0.57 0.77 -1.98
15 H -0.65 -2.22 1.28
16 H 1.07 -2.02 1.84
17 H 0.64 -2.38 0.06
18 H -2.42 0.26 0.75
19 H -2.78 0.06 -0.83
20 H -2.15 -1.46 0.09